Entry 1:
Computed, not measured: a molecular structure, C15H8N2OPdS4, with the ωB97M-V functional and the def2-TZVPD basis.

* LUMO level (alpha / beta): -0.025 / -0.051 Eh
* gap between HOMO and LUMO (alpha / beta): 6.2 / 6.4 eV
* E_HOMO (alpha / beta): -6.902 / -7.825 eV
* energy: -67534.6101 eV
* <S²>: 2.02

```
! RIJCOSX wB97M-V def2-TZVPD def2/J DEFGRID3
* xyz 0 3
Pd -1.59771 0.30859 -0.94583
O -7.31478 -1.32532 2.39701
C -6.33633 -0.99139 1.79461
S -5.21193 0.26042 2.34641
C -4.10329 0.18689 0.99190
C -4.39521 -0.76583 0.00804
S -3.47082 -1.04447 -1.37566
S -5.83855 -1.71894 0.25346
S -2.79629 1.24184 0.94720
C 1.37822 3.62882 -0.53237
C 0.23909 2.86241 -0.80160
N 0.23410 1.54471 -0.76568
C 1.37948 0.89707 -0.45551
C 2.56459 1.58091 -0.14682
C 2.54209 2.98565 -0.19607
C 3.74053 0.84260 0.21665
C 3.72407 -0.50537 0.26977
C 2.53563 -1.23822 -0.05462
C 2.47454 -2.64242 -0.01569
C 1.30473 -3.27519 -0.34921
C 0.20287 -2.49920 -0.73405
N 0.23668 -1.18489 -0.78009
C 1.37288 -0.55025 -0.43334
H 1.31861 4.70604 -0.58098
H -0.70543 3.33631 -1.04005
H 3.44232 3.54076 0.03533
H 4.63860 1.39776 0.45404
H 4.60861 -1.06065 0.55338
H 3.35079 -3.20581 0.27901
H 1.21902 -4.35183 -0.32623
H -0.73708 -2.96099 -1.01304
*
```

Atomic partial charges in e from the Mulliken method, atoms 1 to 4: Pd 0.002; O -0.524; C 0.553; S -0.138

Entry 2:
Computed, not measured: a molecular structure, C15H8N3O5Ru, with the ωB97M-V functional and the def2-TZVPD basis.

* LUMO level (alpha / beta): -0.271 / -0.418 Eh
* gap between HOMO and LUMO (alpha / beta): 5.8 / 5.6 eV
* E_HOMO (alpha / beta): -13.204 / -17.018 eV
* energy relative to the best compared isomer or geometry (same formula, charge and spin): 63.1 kJ/mol
* energy: -32949.8906 eV
* <S²>: 8.79

```
! RIJCOSX wB97M-V def2-TZVPD def2/J DEFGRID3
* xyz 2 6
O 0.58415 3.79547 -0.48980
C 0.39820 2.73874 -0.85168
Ru 0.03669 -1.55189 -3.39336
C -0.98160 -2.96699 -2.42998
O -1.61853 -3.71777 -1.83187
C -0.10234 -2.71160 -5.17714
O -0.13866 -3.19350 -6.23903
C 1.40704 -0.46693 -4.20331
O 2.13032 0.26693 -4.71381
C -1.35190 -0.41361 -3.81146
O -2.16787 0.36967 -4.09532
H 0.22517 0.75617 -1.58977
N -1.59538 2.48729 6.47104
C -1.30001 2.02014 5.45985
C -0.87340 1.41672 4.20399
C -1.72755 1.33566 3.08776
C -1.27199 0.76770 1.89600
C 0.06006 0.33960 1.77414
C 0.86840 0.31154 2.93241
C 0.40378 0.85696 4.13449
N 0.60964 -0.02851 0.51400
C 1.78679 -0.73424 0.36509
C 1.81938 -1.24635 -0.91300
N 0.60751 -1.04550 -1.49627
C -0.03097 0.02687 -0.77011
H -2.74778 1.72257 3.18067
H -1.95833 0.64661 1.05973
H 1.86954 -0.11733 2.90949
H 1.03870 0.84883 5.02432
H 2.52694 -0.85221 1.14679
H 2.61940 -1.78844 -1.40765
H -1.12540 0.12738 -0.74619
*
```

Atomic partial charges in e from the Mulliken method, atoms 1 to 4: O -0.100; C 0.219; Ru 0.493; C 0.376

Entry 3:
Computed, not measured: C15H8N4O4S in the gas phase, with the ωB97M-V functional and the def2-TZVPD basis.

* LUMO level: -0.042 Eh
* gap between HOMO and LUMO: 7.7 eV
* E_HOMO: -8.815 eV
* energy: -40667.5830 eV

```
! RIJCOSX wB97M-V def2-TZVPD def2/J DEFGRID3
* xyz 0 1
O 0.99909 -4.17854 -2.06336
N -0.21532 -4.06949 -2.31879
O -0.86349 -4.87465 -3.01742
C -0.92919 -2.97084 -1.78880
C -0.39912 -2.35100 -0.65680
C -0.95047 -1.19491 -0.11934
C -0.31765 -0.59012 1.02630
N -0.25688 -1.40682 2.09720
C 0.36576 -0.95102 3.18459
C 0.98724 0.28030 3.24981
C 0.91912 1.12428 2.18757
N 1.50726 2.31724 2.29294
C 1.60228 3.09191 1.18776
N 2.28421 4.30686 1.25408
C 2.25443 4.84044 0.08732
O 2.86473 6.02535 0.10244
S 1.38214 4.00466 -1.17116
C 1.05187 2.71916 -0.04447
C 0.29204 1.54747 -0.12253
C 0.24637 0.71311 1.02549
C -2.14138 -0.68054 -0.67487
C -2.74219 -1.35130 -1.80126
C -2.09916 -2.43942 -2.34926
O -2.69550 -2.99519 -3.45893
H 0.47450 -2.77098 -0.17397
H 0.34039 -1.54046 4.12912
H 1.48806 0.57693 4.14957
H 3.17554 6.09156 1.00855
H -0.17670 1.30387 -1.04205
H -2.64411 0.19921 -0.23220
H -3.64372 -0.99566 -2.31483
H -2.16015 -3.78140 -3.63270
*
```

Atomic partial charges in e from the Mulliken method, atoms 1 to 4: O -0.537; N 0.916; O -0.673; C 0.092

Entry 4:
Computed, not measured: a molecular structure, C16B4BaO32, with the ωB97M-V functional and the def2-TZVPD basis.

* LUMO level: 0.069 Eh
* gap between HOMO and LUMO: 6.6 eV
* E_HOMO: -4.771 eV
* energy relative to the best compared isomer or geometry (same formula, charge and spin): 382.4 kJ/mol
* energy: -85537.6163 eV

```
! RIJCOSX wB97M-V def2-TZVPD def2/J DEFGRID3
* xyz -2 1
Ba -1.44533 3.35803 -1.63971
O -4.12224 2.30653 -1.39998
C -4.50927 2.10321 -0.24206
O -5.24793 1.14897 0.29076
B -5.08304 1.23034 1.71756
O -4.51351 2.60418 2.00615
C -3.93070 2.97103 0.90108
O -3.18276 3.90983 0.57331
O -4.32094 0.10689 2.26727
C -4.78619 -0.32739 3.42819
O -4.36277 -1.16675 4.19566
C -6.15419 0.45877 3.55857
O -6.36206 1.22814 2.48073
O -6.94529 0.40699 4.51469
O 6.83787 -0.99011 -3.10655
C 5.69517 -0.71632 -2.74670
O 5.05022 0.40845 -3.10015
B 3.63681 0.26174 -2.73233
O 3.54944 -0.93148 -1.87947
C 4.67540 -1.59768 -1.82610
O 5.02768 -2.59881 -1.25983
O 3.20506 1.46166 -2.06721
C 1.98336 1.74947 -2.58369
O 1.09788 2.57057 -2.16558
C 1.77134 0.83409 -3.88005
O 2.79410 0.10505 -3.97556
O 0.76479 0.70819 -4.51082
O 4.47831 -2.04788 1.45816
C 3.86939 -1.03333 1.68904
O 2.65322 -0.71558 1.12220
B 2.12813 0.43008 1.86531
O 3.22538 0.91738 2.73901
C 4.28305 0.05865 2.71478
O 5.34321 0.24466 3.38988
O 1.05703 -0.12331 2.60773
C -0.07784 0.52280 2.36723
O -1.19337 0.23285 2.79542
C 0.23072 1.55414 1.31201
O 1.55180 1.46862 0.97789
O -0.57364 2.27521 0.68887
O -1.67298 0.86749 -2.59535
C -1.47819 -0.28455 -2.17015
O -0.71909 -0.62543 -1.21775
B -0.66372 -2.04550 -1.00645
O -1.62842 -2.58066 -2.03517
C -2.14769 -1.52001 -2.67523
O -3.10156 -1.42443 -3.46063
O -1.04852 -2.38343 0.35176
C 0.02727 -2.96822 1.03857
O 0.16878 -3.23735 2.24350
C 1.20284 -3.00041 -0.03433
O 0.73784 -2.50894 -1.14696
O 2.22529 -3.67664 0.16261
*
```

Atomic partial charges in e from the Mulliken method, atoms 1 to 4: Ba 1.979; O -0.725; C 0.738; O -0.385

Entry 5:
Computed, not measured: a molecular structure, C16H10BaF7N3, with the ωB97M-V functional and the def2-TZVPD basis.

* LUMO level: -0.006 Eh
* gap between HOMO and LUMO: 7.7 eV
* E_HOMO: -7.828 eV
* energy relative to the best compared isomer or geometry (same formula, charge and spin): 7.9 kJ/mol
* energy: -40940.1659 eV

```
! RIJCOSX wB97M-V def2-TZVPD def2/J DEFGRID3
* xyz 0 1
Ba -0.37462 -0.89302 0.01564
F 5.39726 -1.68839 0.00598
C 4.45437 -0.72430 0.00296
C 3.11355 -1.06273 0.00844
C 2.12242 -0.07690 0.01505
C 2.53008 1.27991 0.00819
C 3.89565 1.56036 -0.01009
F 4.36857 2.83896 -0.03134
C 4.87328 0.58782 -0.01050
C 1.47901 2.34031 0.01451
C 1.73966 3.71771 0.04503
C 0.69795 4.62490 0.04420
C -0.61259 4.17471 0.01165
C -0.79780 2.80961 -0.01241
N 0.19439 1.91523 -0.00873
H 2.86719 -2.12358 0.01208
H 5.92044 0.85503 -0.02282
H 2.75215 4.07956 0.06978
H 0.91181 5.68634 0.06870
H -1.45576 4.85237 0.00668
H -1.80673 2.40135 -0.03667
N -5.41582 -1.52873 -0.03582
C -5.54139 -0.16266 0.07320
C -4.26738 0.31229 0.10362
N -3.37021 -0.73814 0.01395
C -4.09956 -1.82850 -0.06760
H -6.16991 -2.19080 -0.08178
H -6.49660 0.33171 0.11923
H -3.94397 1.33725 0.18739
H -3.71482 -2.83710 -0.14863
F -1.43364 -4.14415 -1.03729
C -0.65376 -3.62711 0.02066
F -1.24772 -4.16896 1.17758
C 0.67496 -4.34031 -0.09908
F 1.44765 -3.99449 0.95440
F 0.66380 -5.67928 -0.16005
F 1.29807 -3.89626 -1.21609
*
```

Atomic partial charges in e from the Mulliken method, atoms 1 to 4: Ba 1.891; F -0.327; C 0.341; C -0.196

Entry 6:
Computed, not measured: a molecular structure, C16H10Br2CuFNOS3Sb, with the ωB97M-V functional and the def2-TZVPD basis.

* LUMO level: 0.142 Eh
* gap between HOMO and LUMO: 4.3 eV
* E_HOMO: -0.437 eV
* energy relative to the best compared isomer or geometry (same formula, charge and spin): 29.1 kJ/mol
* energy: -246779.1269 eV

```
! RIJCOSX wB97M-V def2-TZVPD def2/J DEFGRID3
* xyz -2 1
Cu -0.20993 0.15362 0.20597
Br -0.44590 -4.21990 2.36085
C -1.27520 -3.63429 0.75788
C -2.05083 -4.52428 0.04333
C -2.65059 -4.12786 -1.13435
Br -3.80880 -5.36934 -2.01913
C -2.43065 -2.86859 -1.69951
C -2.97458 -2.38742 -2.90764
C -2.59857 -1.14296 -3.36066
C -1.65654 -0.41038 -2.64506
N -1.15901 -0.81915 -1.48804
C -1.56119 -1.99906 -0.98866
C -1.05795 -2.31689 0.31884
O -0.45657 -1.43594 1.01049
H -2.18366 -5.52677 0.42272
H -3.66784 -3.00409 -3.46522
H -2.99519 -0.75252 -4.28880
H -1.27835 0.52742 -3.03100
S -1.00849 0.01060 4.61762
Sb -0.43792 1.49512 2.96933
S 1.50337 0.44489 1.64592
S -2.05386 1.10108 1.07264
F 1.45609 6.22447 2.24363
C 1.17079 5.13559 1.46170
C -0.10985 4.97969 0.96949
C -0.38616 3.87742 0.17990
C 0.59350 2.92218 -0.10316
C 0.25182 1.69746 -0.82678
C 1.88839 3.13866 0.38068
C 2.18142 4.24320 1.15997
H -0.87449 5.70468 1.21190
H -1.38372 3.73830 -0.21158
H 1.08657 1.29835 -1.40899
H -0.62549 1.84992 -1.45384
H 2.65832 2.41136 0.17432
H 3.17458 4.39174 1.55765
*
```

Atomic partial charges in e from the Mulliken method, atoms 1 to 4: Cu -1.134; Br -0.161; C -0.629; C -0.409

Which value of energy does entry 4 give?
-85537.6163 eV

energy of number 6 (C16H10Br2CuFNOS3Sb)?
-246779.1269 eV

Repeat the fifth record exactly.
Computed, not measured: a molecular structure, C16H10BaF7N3, with the ωB97M-V functional and the def2-TZVPD basis.

* LUMO level: -0.006 Eh
* gap between HOMO and LUMO: 7.7 eV
* E_HOMO: -7.828 eV
* energy relative to the best compared isomer or geometry (same formula, charge and spin): 7.9 kJ/mol
* energy: -40940.1659 eV

```
! RIJCOSX wB97M-V def2-TZVPD def2/J DEFGRID3
* xyz 0 1
Ba -0.37462 -0.89302 0.01564
F 5.39726 -1.68839 0.00598
C 4.45437 -0.72430 0.00296
C 3.11355 -1.06273 0.00844
C 2.12242 -0.07690 0.01505
C 2.53008 1.27991 0.00819
C 3.89565 1.56036 -0.01009
F 4.36857 2.83896 -0.03134
C 4.87328 0.58782 -0.01050
C 1.47901 2.34031 0.01451
C 1.73966 3.71771 0.04503
C 0.69795 4.62490 0.04420
C -0.61259 4.17471 0.01165
C -0.79780 2.80961 -0.01241
N 0.19439 1.91523 -0.00873
H 2.86719 -2.12358 0.01208
H 5.92044 0.85503 -0.02282
H 2.75215 4.07956 0.06978
H 0.91181 5.68634 0.06870
H -1.45576 4.85237 0.00668
H -1.80673 2.40135 -0.03667
N -5.41582 -1.52873 -0.03582
C -5.54139 -0.16266 0.07320
C -4.26738 0.31229 0.10362
N -3.37021 -0.73814 0.01395
C -4.09956 -1.82850 -0.06760
H -6.16991 -2.19080 -0.08178
H -6.49660 0.33171 0.11923
H -3.94397 1.33725 0.18739
H -3.71482 -2.83710 -0.14863
F -1.43364 -4.14415 -1.03729
C -0.65376 -3.62711 0.02066
F -1.24772 -4.16896 1.17758
C 0.67496 -4.34031 -0.09908
F 1.44765 -3.99449 0.95440
F 0.66380 -5.67928 -0.16005
F 1.29807 -3.89626 -1.21609
*
```

Atomic partial charges in e from the Mulliken method, atoms 1 to 4: Ba 1.891; F -0.327; C 0.341; C -0.196

Please write out number 4 again, unchanged.
Computed, not measured: a molecular structure, C16B4BaO32, with the ωB97M-V functional and the def2-TZVPD basis.

* LUMO level: 0.069 Eh
* gap between HOMO and LUMO: 6.6 eV
* E_HOMO: -4.771 eV
* energy relative to the best compared isomer or geometry (same formula, charge and spin): 382.4 kJ/mol
* energy: -85537.6163 eV

```
! RIJCOSX wB97M-V def2-TZVPD def2/J DEFGRID3
* xyz -2 1
Ba -1.44533 3.35803 -1.63971
O -4.12224 2.30653 -1.39998
C -4.50927 2.10321 -0.24206
O -5.24793 1.14897 0.29076
B -5.08304 1.23034 1.71756
O -4.51351 2.60418 2.00615
C -3.93070 2.97103 0.90108
O -3.18276 3.90983 0.57331
O -4.32094 0.10689 2.26727
C -4.78619 -0.32739 3.42819
O -4.36277 -1.16675 4.19566
C -6.15419 0.45877 3.55857
O -6.36206 1.22814 2.48073
O -6.94529 0.40699 4.51469
O 6.83787 -0.99011 -3.10655
C 5.69517 -0.71632 -2.74670
O 5.05022 0.40845 -3.10015
B 3.63681 0.26174 -2.73233
O 3.54944 -0.93148 -1.87947
C 4.67540 -1.59768 -1.82610
O 5.02768 -2.59881 -1.25983
O 3.20506 1.46166 -2.06721
C 1.98336 1.74947 -2.58369
O 1.09788 2.57057 -2.16558
C 1.77134 0.83409 -3.88005
O 2.79410 0.10505 -3.97556
O 0.76479 0.70819 -4.51082
O 4.47831 -2.04788 1.45816
C 3.86939 -1.03333 1.68904
O 2.65322 -0.71558 1.12220
B 2.12813 0.43008 1.86531
O 3.22538 0.91738 2.73901
C 4.28305 0.05865 2.71478
O 5.34321 0.24466 3.38988
O 1.05703 -0.12331 2.60773
C -0.07784 0.52280 2.36723
O -1.19337 0.23285 2.79542
C 0.23072 1.55414 1.31201
O 1.55180 1.46862 0.97789
O -0.57364 2.27521 0.68887
O -1.67298 0.86749 -2.59535
C -1.47819 -0.28455 -2.17015
O -0.71909 -0.62543 -1.21775
B -0.66372 -2.04550 -1.00645
O -1.62842 -2.58066 -2.03517
C -2.14769 -1.52001 -2.67523
O -3.10156 -1.42443 -3.46063
O -1.04852 -2.38343 0.35176
C 0.02727 -2.96822 1.03857
O 0.16878 -3.23735 2.24350
C 1.20284 -3.00041 -0.03433
O 0.73784 -2.50894 -1.14696
O 2.22529 -3.67664 0.16261
*
```

Atomic partial charges in e from the Mulliken method, atoms 1 to 4: Ba 1.979; O -0.725; C 0.738; O -0.385